Formula: C25H41Cl3N3O3RuSi
Source: OMol25
Level of theory: ωB97M-V with the def2-TZVPD basis set

Computed properties:
- Energy relative to the best compared isomer or geometry (same formula, charge and spin): 0.000 eV
- Expectation value of S²: 8.760
- Max |F|: 0.07317 Eh/bohr
- Multiplicity: 6
- DFT total energy: -3132.2088 a.u.
- Net charge: 0
- Kohn-Sham gap (spin up / spin down): 6.682 / 7.996 eV
- LUMO energy (spin up / spin down): 0.015 / 0.000 Ha

```
77
C25H41Cl3N3O3RuSi | OMol25 | ωB97M-V with the def2-TZVPD basis set
Ru -0.158 0.338 0.803
Cl -0.641 3.088 -5.678
Cl -0.152 1.399 -1.173
Cl -2.315 0.426 1.419
Si -0.414 4.847 -4.570
O 2.133 0.110 0.628
O 0.317 2.069 1.844
O -0.149 -1.511 -0.015
N -0.176 4.244 2.250
N 0.012 -0.511 2.991
N 2.756 -1.595 -0.792
C 3.226 -2.970 -0.925
C 2.694 -1.000 0.406
C -2.314 -5.129 2.354
C -0.971 6.464 -5.409
C 0.066 -3.988 1.474
C 0.286 -1.458 5.614
C -2.330 -4.069 1.448
C -1.111 -5.585 2.883
C -0.572 -0.403 5.319
C 2.342 -0.933 -2.021
C -1.140 -3.497 0.990
C -1.536 4.430 -3.132
C -1.500 -1.888 -2.538
C 1.428 4.985 -4.250
C 1.023 -2.014 4.577
C -1.204 -2.416 -0.096
C -0.406 -4.696 -3.180
C -1.084 -2.918 -1.534
C -0.682 0.029 3.999
C 0.889 -1.473 3.292
C 0.967 4.417 3.142
C 0.074 -5.003 2.439
C -0.573 -4.127 -1.817
C -0.431 3.089 1.665
C -1.030 5.411 2.041
H -3.274 -3.692 1.048
H -1.381 0.837 3.757
H -0.265 -4.783 -0.999
H -2.019 6.398 -5.729
H -1.053 -5.569 -3.320
H -1.848 5.131 1.367
H -2.578 4.355 -3.490
H 1.827 4.018 -3.915
H -1.318 3.029 1.018
H 1.531 -1.833 2.485
H -2.587 -1.780 -2.557
H 2.001 0.082 -1.810
H 1.949 5.260 -5.180
H -1.494 5.169 -2.322
H 3.195 -1.556 1.220
H 0.621 -5.049 -3.338
H 1.521 3.482 3.218
H 0.398 -1.839 6.641
H 1.718 -2.843 4.724
H -1.080 -0.920 -2.256
H 1.000 -3.586 1.063
H -1.148 0.105 6.084
H -1.102 -6.379 3.630
H 1.620 5.211 2.755
H -0.343 6.683 -6.284
H -0.878 7.303 -4.701
H -2.165 -1.883 0.013
H 3.637 -3.303 0.035
H -1.261 3.444 -2.724
H 0.617 4.731 4.136
H -3.249 -5.592 2.654
H 1.020 -5.343 2.845
H 2.395 -3.630 -1.217
H 3.186 -0.932 -2.724
H 1.511 -1.499 -2.463
H 4.001 -3.027 -1.703
H -1.161 -2.130 -3.544
H 1.661 5.742 -3.490
H -1.442 5.769 2.996
H -0.456 6.240 1.599
H -0.632 -3.982 -3.974
```

Atom charges from the Löwdin analysis, given in e for atoms 1 to 8:
1. Ru 1.052
2. Cl 0.281
3. Cl 0.029
4. Cl 0.035
5. Si 0.126
6. O -0.161
7. O -0.254
8. O -0.393

=====

Formula: C3H4N2O
Source: OMol25
Level of theory: ωB97M-V with the def2-TZVPD basis set

Computed properties:
- Energy relative to the best compared isomer or geometry (same formula, charge and spin): 2.834 eV
- Max |F|: 0.02211 Eh/bohr
- Multiplicity: 1
- DFT total energy: -301.3831 a.u.
- Net charge: 0
- Kohn-Sham gap: 10.078 eV
- SMILES: O=CNC1=NC1
- LUMO energy: 0.023 Ha

```
10
C3H4N2O | OMol25 | ωB97M-V with the def2-TZVPD basis set
O 0.771 0.251 1.568
N 0.694 -0.631 -0.537
N -1.769 -0.403 -1.018
C 1.282 -0.411 0.699
C -1.325 0.835 -0.019
C -0.618 -0.253 -0.553
H -1.041 1.810 -0.428
H 2.219 -0.959 0.841
H -1.738 0.857 0.984
H 1.163 -1.120 -1.285
```

Atom charges from the natural (NBO) analysis, given in e for atoms 1 to 8:
1. O -0.550
2. N -0.645
3. N -0.326
4. C 0.539
5. C -0.287
6. C 0.332
7. H 0.183
8. H 0.125

=====

Formula: C5H14
Source: OMol25
Level of theory: ωB97M-V with the def2-TZVPD basis set

Computed properties:
- Energy relative to the best compared isomer or geometry (same formula, charge and spin): 2.447 eV
- Max |F|: 0.18084 Eh/bohr
- Multiplicity: 1
- DFT total energy: -198.7992 a.u.
- Net charge: 0
- Kohn-Sham gap: 11.681 eV
- SMILES: CCC.CC
- LUMO energy: 0.037 Ha

```
19
C5H14 | OMol25 | ωB97M-V with the def2-TZVPD basis set
C 0.420 -2.185 -0.704
C -1.540 2.146 1.144
C -0.135 2.865 1.279
C 0.064 -1.444 -2.096
C 1.245 -1.538 0.372
H -0.844 -1.850 -2.542
H -0.345 3.964 1.471
H -2.116 2.311 0.207
H 1.494 -0.474 0.229
H 2.161 -2.287 0.352
H 0.421 2.426 1.909
H 0.925 -1.526 -2.706
H -0.564 -2.637 -0.350
H 0.435 2.845 0.310
H -1.298 1.032 0.968
H 0.865 -3.055 -1.228
H 0.619 -1.493 1.305
H -1.991 1.980 1.981
H -0.084 -0.305 -1.870
```

Atom charges from the natural (NBO) analysis, given in e for atoms 1 to 8:
1. C -0.407
2. C -0.603
3. C -0.577
4. C -0.597
5. C -0.643
6. H 0.212
7. H 0.198
8. H 0.216

=====

Formula: C3H5NO2
Source: OMol25
Level of theory: ωB97M-V with the def2-TZVPD basis set

Computed properties:
- Energy relative to the best compared isomer or geometry (same formula, charge and spin): 3.078 eV
- Max |F|: 0.01790 Eh/bohr
- Multiplicity: 1
- DFT total energy: -322.4612 a.u.
- Net charge: 0
- Kohn-Sham gap: 9.861 eV
- LUMO energy: 0.026 Ha

```
11
C3H5NO2 | OMol25 | ωB97M-V with the def2-TZVPD basis set
O -2.410 1.070 1.452
O -0.229 1.235 0.383
N 0.149 -0.797 -0.520
C -1.822 1.264 0.417
C 1.552 -0.831 -0.111
C -0.686 0.196 -0.228
H 1.803 -1.838 0.224
H 2.233 -0.551 -0.922
H -2.098 1.979 -0.361
H -0.187 -1.584 -1.054
H 1.695 -0.143 0.719
```

Atom charges from the natural (NBO) analysis, given in e for atoms 1 to 8:
1. O -0.612
2. O -0.528
3. N -0.567
4. C 0.482
5. C -0.435
6. C 0.449
7. H 0.210
8. H 0.205

=====

Formula: C3H7N3
Source: OMol25
Level of theory: ωB97M-V with the def2-TZVPD basis set

Computed properties:
- Energy relative to the best compared isomer or geometry (same formula, charge and spin): 3.265 eV
- Max |F|: 0.09574 Eh/bohr
- Multiplicity: 1
- DFT total energy: -282.6543 a.u.
- Net charge: 0
- Kohn-Sham gap: 9.284 eV
- SMILES: N/N=C/N1CC1
- LUMO energy: 0.044 Ha

```
13
C3H7N3 | OMol25 | ωB97M-V with the def2-TZVPD basis set
N -0.864 -0.167 -0.683
N 1.452 0.444 -0.104
N 2.726 0.079 0.176
C -1.858 -0.510 0.315
C 0.457 -0.377 -0.328
C -1.596 0.971 -0.019
H -0.954 1.455 0.720
H -2.814 -0.903 0.075
H 3.484 0.766 -0.196
H 0.680 -1.440 -0.448
H -2.175 1.474 -0.684
H -1.488 -0.796 1.278
H 2.952 -0.994 -0.103
```

Atom charges from the natural (NBO) analysis, given in e for atoms 1 to 8:
1. N -0.405
2. N -0.286
3. N -0.636
4. C -0.238
5. C 0.172
6. C -0.254
7. H 0.213
8. H 0.204

=====

Formula: C12H18MnN8O3S2
Source: OMol25
Level of theory: ωB97M-V with the def2-TZVPD basis set

Computed properties:
- Energy relative to the best compared isomer or geometry (same formula, charge and spin): 0.040 eV
- Expectation value of S²: 6.410
- Max |F|: 0.01195 Eh/bohr
- Multiplicity: 5
- DFT total energy: -3078.9918 a.u.
- Net charge: +1
- Kohn-Sham gap (spin up / spin down): 6.223 / 8.221 eV
- LUMO energy (spin up / spin down): -0.174 / -0.107 Ha

```
44
C12H18MnN8O3S2 | OMol25 | ωB97M-V with the def2-TZVPD basis set
Mn 0.394 -0.624 -0.256
S 0.775 0.084 1.913
S 2.264 -1.778 0.478
O -1.464 0.731 -0.091
O 0.722 -0.951 -2.313
O 0.296 1.475 -1.196
N 2.588 0.360 5.163
N -1.167 -2.252 -0.278
N -1.660 -4.267 -0.249
N -0.657 -3.476 -0.416
N -2.608 3.040 0.281
N -1.514 -5.639 -0.211
N -2.813 -3.692 0.005
N 5.045 -2.641 2.873
C 3.031 -1.028 3.027
C -2.469 -2.411 -0.043
C 2.793 -0.249 4.210
C 4.162 -1.909 2.948
C -1.300 4.817 1.190
C 2.948 -1.518 -3.175
C -2.459 3.894 1.527
C 1.520 -1.963 -2.993
C 2.182 -0.924 1.987
C -0.798 1.655 -0.636
C -1.292 3.078 -0.484
C -0.356 3.917 0.396
H 1.433 -2.848 -2.366
H -2.223 3.217 2.345
H -3.382 3.355 -0.297
H -0.843 5.222 2.090
H -3.406 4.386 1.731
H 0.820 -0.094 -2.749
H -0.712 -5.879 -0.782
H 1.037 -2.171 -3.947
H 3.442 -1.331 -2.223
H -2.377 -6.039 -0.558
H -1.646 5.654 0.581
H -3.161 -1.602 0.104
H 3.000 -0.609 -3.780
H 3.502 -2.294 -3.705
H -2.751 2.042 0.502
H 0.358 4.463 -0.213
H 0.209 3.262 1.064
H -1.466 3.534 -1.455
```

Atom charges from the natural (NBO) analysis, given in e for atoms 1 to 8:
1. Mn 1.296
2. S -0.044
3. S -0.030
4. O -0.764
5. O -0.784
6. O -0.714
7. N -0.274
8. N -0.418